Record 1
{
  "formula": "C31H44As3INiO2",
  "method": "ωB97M-V with the def2-TZVPD basis set",
  "symbols": ["Ni", "C", "As", "C", "C", "C", "C", "C", "As", "C", "C", "C", "As", "C", "C", "H", "H", "H", "H", "H", "H", "H", "H", "H", "H", "H", "H", "H", "H", "H", "H", "H", "H", "H", "H", "H", "H", "H", "H", "H", "H", "H", "I", "C", "C", "C", "C", "C", "C", "C", "C", "C", "C", "H", "H", "H", "H", "H", "H", "C", "C", "C", "C", "C", "C", "C", "C", "C", "C", "O", "O", "H", "H", "H", "H", "H", "H", "H", "H", "H", "H", "H"],
  "positions_angstrom": [[-0.207, 0.285, 0.076], [0.056, 1.880, 3.306], [-0.284, 0.228, 2.340], [-1.952, -0.271, 3.195], [0.843, -1.135, 3.186], [2.372, -1.123, 3.021], [2.968, 0.202, 3.501], [2.818, -1.404, 1.576], [2.063, -0.341, 0.114], [3.035, 1.348, 0.190], [3.018, -1.153, -1.358], [2.945, -2.237, 3.920], [2.228, -4.061, 3.629], [0.863, -4.071, 5.041], [3.617, -4.959, 4.683], [0.265, 1.665, 4.353], [-0.847, 2.484, 3.223], [0.884, 2.434, 2.870], [-1.848, -0.166, 4.275], [-2.196, -1.303, 2.946], [-2.746, 0.379, 2.836], [0.443, -2.068, 2.772], [0.596, -1.123, 4.253], [2.660, 1.039, 2.877], [4.059, 0.156, 3.479], [2.662, 0.414, 4.528], [2.558, -2.435, 1.311], [3.907, -1.322, 1.515], [4.092, 1.191, 0.405], [2.604, 2.019, 0.931], [2.923, 1.810, -0.791], [4.085, -1.184, -1.130], [2.839, -0.548, -2.243], [2.629, -2.150, -1.548], [2.797, -1.979, 4.974], [4.024, -2.307, 3.754], [-0.044, -3.571, 4.703], [1.231, -3.583, 5.945], [0.614, -5.106, 5.272], [4.561, -4.936, 4.138], [3.336, -5.999, 4.839], [3.749, -4.474, 5.651], [-2.022, -1.771, -0.326], [-3.474, -0.312, 0.067], [-4.782, -0.699, 0.078], [-5.797, 0.268, 0.250], [-5.469, 1.583, 0.380], [-4.114, 2.003, 0.369], [-3.783, 3.374, 0.483], [-2.478, 3.768, 0.470], [-1.448, 2.806, 0.373], [-1.706, 1.463, 0.261], [-3.071, 1.044, 0.235], [-5.045, -1.738, -0.061], [-6.831, -0.047, 0.258], [-6.241, 2.335, 0.489], [-4.584, 4.098, 0.572], [-2.225, 4.819, 0.541], [-0.419, 3.153, 0.374], [-1.027, 2.096, -8.043], [-0.764, 1.539, -6.669], [0.378, 0.800, -6.399], [0.638, 0.287, -5.132], [1.892, -0.520, -4.915], [-0.260, 0.550, -4.096], [-1.423, 1.291, -4.344], [-2.458, 1.553, -3.279], [-1.658, 1.761, -5.630], [0.010, -0.011, -2.721], [0.291, -1.199, -2.583], [-0.052, 0.851, -1.768], [-0.353, 1.660, -8.780], [-0.884, 3.178, -8.057], [-2.052, 1.897, -8.358], [1.087, 0.607, -7.198], [2.493, -0.533, -5.824], [1.651, -1.541, -4.628], [2.503, -0.099, -4.112], [-2.707, 0.641, -2.735], [-3.371, 1.940, -3.731], [-2.097, 2.268, -2.541], [-2.570, 2.316, -5.824]],
  "forces_ev_per_angstrom": [[0.36, 0.51, -0.01], [-0.01, 0.02, -0.03], [-0.02, -0.11, -0.02], [0.00, -0.04, -0.04], [0.04, 0.00, 0.01], [0.00, -0.01, -0.01], [-0.04, -0.02, 0.02], [-0.09, -0.04, 0.03], [-0.13, -0.02, -0.05], [0.02, -0.01, -0.01], [0.02, 0.01, 0.03], [0.02, 0.01, -0.03], [0.01, 0.00, 0.01], [-0.01, -0.02, 0.00], [0.00, 0.00, 0.00], [0.00, 0.00, 0.00], [0.02, 0.00, 0.01], [0.01, 0.00, 0.00], [0.02, -0.01, 0.00], [-0.01, 0.02, -0.01], [-0.02, 0.01, 0.00], [-0.01, 0.00, 0.02], [0.02, 0.01, -0.01], [0.00, 0.01, 0.00], [0.01, 0.00, 0.00], [0.00, 0.01, 0.00], [0.01, 0.03, -0.01], [0.01, -0.01, -0.01], [0.00, 0.00, -0.01], [0.00, -0.01, -0.01], [0.00, 0.01, 0.00], [-0.02, -0.01, 0.01], [0.03, -0.07, 0.10], [-0.02, -0.01, 0.00], [-0.01, 0.00, 0.01], [0.00, 0.00, 0.00], [0.00, 0.00, 0.00], [0.00, 0.00, 0.01], [0.00, 0.00, 0.00], [0.00, 0.00, 0.00], [0.00, 0.00, 0.00], [0.00, 0.00, 0.00], [-0.15, -0.17, 0.02], [0.06, -0.02, 0.01], [-0.03, 0.01, 0.00], [0.01, -0.02, -0.01], [0.01, 0.01, 0.00], [0.01, -0.03, 0.00], [-0.02, 0.00, 0.00], [0.02, 0.00, -0.01], [0.01, 0.03, -0.01], [-0.10, -0.18, -0.03], [-0.02, 0.04, -0.02], [-0.01, 0.00, 0.00], [-0.02, 0.00, 0.00], [0.00, 0.01, 0.00], [0.00, 0.00, 0.00], [0.00, 0.01, 0.00], [0.00, 0.00, 0.00], [0.00, -0.01, 0.03], [-0.01, -0.01, 0.01], [0.01, 0.01, -0.01], [0.08, 0.04, -0.04], [0.02, 0.02, 0.01], [-0.13, 0.05, 0.01], [-0.05, -0.06, -0.05], [0.06, -0.03, 0.03], [0.03, 0.01, 0.01], [0.19, 0.03, -0.07], [-0.03, -0.22, 0.00], [-0.17, 0.15, 0.23], [0.00, 0.00, -0.01], [0.00, 0.01, -0.01], [-0.01, 0.00, 0.00], [0.01, 0.00, -0.01], [0.01, 0.01, 0.00], [0.01, -0.01, 0.00], [-0.07, 0.01, -0.16], [0.00, -0.02, 0.02], [0.00, 0.00, 0.01], [0.02, 0.02, 0.02], [-0.01, 0.01, 0.00]],
  "e_lumo_ev": 0.466,
  "total_charge": 0,
  "orbital_gap_ev": 8.139,
  "energy_ev": -268616.474
}

***

Record 2
{
  "formula": "C31H44BrF2N3O8PS5",
  "method": "ωB97M-V with the def2-TZVPD basis set",
  "symbols": ["C", "C", "O", "P", "O", "C", "C", "C", "C", "C", "C", "C", "C", "C", "Br", "C", "C", "C", "S", "C", "C", "C", "C", "C", "C", "C", "N", "C", "C", "C", "S", "C", "S", "N", "C", "C", "O", "C", "C", "O", "C", "C", "H", "H", "H", "H", "H", "H", "H", "H", "H", "H", "H", "H", "H", "H", "H", "H", "H", "H", "H", "H", "H", "H", "H", "H", "H", "H", "H", "H", "H", "H", "H", "H", "H", "H", "H", "H", "H", "H", "H", "H", "H", "H", "H", "H", "N", "S", "O", "O", "F", "S", "O", "O", "F"],
  "positions_angstrom": [[2.960, 1.860, 3.985], [2.077, 3.153, 4.428], [1.107, 3.480, 3.403], [0.278, 4.952, 3.784], [1.030, 6.191, 3.273], [-1.335, 4.855, 2.758], [-1.986, 3.382, 2.739], [-2.070, 2.940, 1.172], [-2.302, 1.377, 0.971], [-3.463, 0.569, 1.653], [-3.651, -0.961, 1.438], [-4.843, -1.781, 2.160], [-4.096, -2.765, 3.230], [-3.065, -1.939, 4.174], [-1.147, -2.226, 3.610], [-2.658, -1.700, 0.508], [-1.453, -0.975, -0.187], [-1.314, 0.578, 0.065], [0.159, 1.361, -0.785], [1.457, 0.034, -0.547], [2.924, 0.388, -0.209], [3.927, -0.769, 0.012], [3.390, -2.239, -0.099], [4.471, -3.398, 0.191], [1.928, -2.609, -0.456], [0.908, -1.439, -0.690], [-0.516, -1.742, -1.032], [-0.784, -1.410, -2.490], [-0.680, -2.701, -3.448], [0.835, -3.017, -3.920], [1.213, -2.538, -5.672], [1.411, -0.673, -5.816], [0.200, 0.091, -6.728], [2.528, 0.079, -5.231], [3.257, -0.686, -4.174], [4.575, 0.118, -3.651], [4.130, 1.334, -3.006], [3.347, 2.117, -3.939], [2.046, 1.324, -4.518], [-0.219, 5.036, 5.409], [0.762, 5.686, 6.262], [-0.029, 6.869, 7.043], [2.484, 0.870, 4.317], [3.114, 1.792, 2.857], [4.008, 1.882, 4.463], [1.590, 2.844, 5.432], [2.825, 3.987, 4.653], [-2.068, 5.583, 3.263], [-1.064, 5.248, 1.714], [-1.451, 2.611, 3.386], [-3.075, 3.495, 3.097], [-1.086, 3.326, 0.704], [-2.908, 3.501, 0.615], [-4.201, 1.104, 2.358], [-5.463, -2.368, 1.398], [-5.470, -1.053, 2.786], [-3.440, -3.510, 2.637], [-4.845, -3.384, 3.839], [-3.113, -2.255, 5.271], [-3.236, -0.808, 4.143], [-2.751, -2.816, 0.294], [3.232, 1.495, -0.131], [5.012, -0.532, 0.282], [5.498, -2.969, -0.061], [4.240, -4.382, -0.332], [4.448, -3.558, 1.337], [1.525, -3.673, -0.562], [-0.148, -0.536, -2.868], [-1.880, -1.059, -2.529], [-1.439, -2.679, -4.315], [-1.002, -3.602, -2.795], [0.974, -4.164, -3.843], [1.530, -2.567, -3.135], [3.633, -1.714, -4.495], [2.559, -0.720, -3.250], [5.356, 0.268, -4.472], [5.031, -0.573, -2.846], [2.931, 3.018, -3.379], [3.991, 2.383, -4.848], [1.528, 2.066, -5.217], [1.312, 1.029, -3.670], [1.118, 4.964, 7.094], [1.705, 6.043, 5.731], [0.647, 7.494, 7.717], [-0.588, 7.482, 6.252], [-0.854, 6.328, 7.649], [-4.237, -5.727, -6.025], [-2.936, -6.423, -5.479], [-3.111, -7.571, -4.617], [-1.798, -5.579, -5.194], [-2.442, -7.139, -6.821], [-5.019, -4.973, -4.888], [-6.367, -4.602, -5.263], [-4.308, -3.973, -4.123], [-5.300, -6.107, -3.802]],
  "forces_ev_per_angstrom": [[-0.02, -0.18, -0.02], [1.78, -1.92, 1.00], [-1.00, 2.32, 2.29], [0.09, 1.75, -2.51], [-1.16, -2.87, 1.91], [0.04, -0.59, 1.28], [-1.25, 0.61, -1.27], [0.17, -0.43, 0.35], [0.27, -3.37, -0.68], [1.94, -1.58, -1.77], [2.11, 1.86, -1.92], [1.90, 0.37, 0.68], [0.69, -0.07, -0.64], [-0.88, 0.05, 0.42], [-1.10, 0.22, 0.46], [1.05, 3.06, 0.07], [-3.08, 2.02, 3.03], [-1.82, -2.26, 1.19], [-0.01, -1.56, 1.17], [0.83, -2.50, 0.46], [-1.06, -3.34, -0.19], [-4.39, -0.47, -0.90], [-0.92, 1.34, -0.60], [-0.82, 1.22, 0.84], [0.52, 4.32, 0.27], [3.87, 0.43, 1.15], [0.95, 2.10, 0.39], [-1.31, -0.26, -1.50], [0.11, -0.54, 0.78], [-0.81, -0.31, 1.58], [0.45, 1.00, 0.35], [-0.71, 1.06, -0.10], [1.94, -0.98, 1.23], [-2.17, -1.50, 0.88], [1.42, 0.33, 1.16], [-1.21, -1.36, 0.27], [0.08, -0.16, -1.37], [-1.19, -0.67, -0.48], [0.70, 1.19, 0.26], [1.97, -0.37, -2.30], [0.40, 0.92, 2.49], [-0.56, -1.16, -0.88], [0.48, 1.55, -0.52], [-0.34, 0.32, 1.47], [-1.64, 0.21, -0.61], [0.41, 0.75, -1.65], [-1.23, -0.73, -0.57], [1.29, -0.92, -0.80], [-0.30, -0.63, 1.65], [-0.59, 1.09, -1.06], [1.72, -0.38, -0.26], [-1.49, -1.20, 0.51], [1.13, -0.71, 1.08], [1.34, -0.84, -1.32], [0.86, 0.90, 1.19], [0.68, -0.98, -1.22], [-1.21, 1.10, 0.94], [1.06, 1.09, -0.75], [0.11, 0.26, -1.68], [0.29, -1.68, -0.17], [0.06, 1.71, 0.40], [-0.57, -2.07, -0.17], [-1.78, -0.56, -0.48], [-1.33, -0.90, 0.17], [0.37, 1.46, 0.60], [0.12, 0.02, -1.83], [0.91, 1.66, 0.25], [-0.71, -1.23, 0.56], [1.68, -0.50, 0.03], [1.39, 0.17, 1.28], [0.42, 1.45, -1.06], [-0.08, 1.86, -0.66], [-0.70, -0.56, -1.33], [-0.97, 1.37, 0.20], [1.26, -0.38, -1.22], [-1.14, 0.13, 0.90], [-0.66, 1.31, -1.10], [0.90, -1.08, -0.77], [-0.84, -0.05, 1.23], [0.68, -1.36, 0.80], [1.18, 0.51, -1.22], [-0.66, 0.76, -1.55], [-1.57, -0.31, 0.33], [-0.95, -0.87, -1.02], [1.05, -0.56, 1.23], [1.43, 1.02, -0.74], [-0.17, 0.12, 0.58], [3.21, -1.94, 0.17], [-0.50, 1.13, -0.36], [-1.17, 0.08, 0.03], [-0.67, 0.40, -0.27], [-2.34, 1.81, 1.49], [1.36, -0.52, -0.65], [0.21, -0.88, -0.82], [0.19, -0.14, -0.09]],
  "e_lumo_ev": 1.732,
  "total_charge": -1,
  "orbital_gap_ev": 7.876,
  "energy_ev": -192644.951
}